Record 1
The following is a quantum chemistry calculation of the molecule C8H20N6S in a non-equilibrium geometry, from the OMol25 dataset.

Geometry as XYZ:
```
35
Properties=species:S:1:pos:R:3:forces:R:3
C -5.486 0.375 -0.293 -0.763 -0.570 -0.712
C -3.259 -0.532 0.260 0.312 0.346 -0.246
C -1.994 -0.990 -0.464 -0.030 0.080 0.191
C -0.864 -1.353 0.495 0.325 0.139 -0.265
C 0.765 0.909 0.185 0.228 -0.834 -0.707
C 2.063 0.220 -0.265 -0.403 -0.694 0.315
C 3.090 0.114 0.847 0.212 0.603 0.130
C 5.250 0.265 -0.281 0.140 -0.074 -0.192
H -6.235 1.871 0.900 0.804 -0.681 -0.273
H -4.557 1.893 0.685 -0.144 -0.162 0.038
H -7.327 0.507 -0.525 -1.083 0.542 0.230
H -4.461 -0.883 -1.395 -0.068 0.099 0.050
H -3.019 0.351 0.850 0.051 -0.146 0.159
H -3.607 -1.320 0.940 -0.005 0.007 0.044
H -2.231 -1.867 -1.069 0.013 -0.109 -0.073
H -1.663 -0.213 -1.161 -0.095 -0.029 0.083
H -1.191 -2.072 1.233 -0.254 -0.176 0.314
H -0.040 -1.848 -0.024 -0.076 0.113 -0.111
H 0.138 1.089 -0.691 -0.102 -0.027 0.098
H 0.989 1.874 0.594 0.136 0.595 0.376
H 1.869 -0.791 -0.682 -0.025 0.474 0.300
H 2.508 0.784 -1.059 0.174 0.472 -0.543
H 2.704 -0.499 1.645 -0.178 -0.273 0.304
H 3.283 1.124 1.278 -0.028 -0.513 -0.338
H 4.755 -1.130 1.079 -0.199 0.310 -0.447
H 6.375 -1.416 -0.650 -0.090 0.560 0.168
H 7.062 0.008 -1.129 0.649 0.544 -0.668
H 5.736 1.851 -1.178 0.095 0.118 -0.141
N -5.386 1.311 0.722 -0.527 0.841 0.303
N -6.571 -0.040 -0.861 1.581 -0.071 0.298
N -4.279 -0.157 -0.712 0.097 -0.159 -0.009
N 4.331 -0.506 0.392 -0.069 -0.321 0.656
N 6.460 -0.413 -0.472 -0.609 -0.883 0.531
N 4.970 1.454 -0.651 0.036 -0.146 0.134
S -0.179 0.028 1.455 -0.107 0.022 0.005
```
Forces are in eV/Å.

Energy above the lowest of the compared OMol25 structures with the same formula, charge and spin (kcal/mol): 0.0
Net charge: 0
Kohn-Sham gap (eV): 9.433
Molar mass (g/mol): 232.36
Calculated total energy (Eh): -1043.57599
LUMO (eV): 0.79
Structure (SMILES): [H]/N=C(\N)NCCCSCCCN/C(N)=N/[H]



Record 2
The following is a quantum chemistry calculation of a cluster of 2 separate species, C8H20NO3P2 in total in a non-equilibrium geometry, from the OMol25 dataset.

Geometry as XYZ:
```
34
Properties=species:S:1:pos:R:3:forces:R:3
C -0.147 -0.710 3.158 2.651 6.250 -7.605
C 0.258 0.013 1.995 -2.730 -3.644 8.146
P 0.844 1.406 0.766 -0.314 -0.853 3.591
C 1.628 2.891 1.742 -0.205 0.167 1.139
C 2.730 2.367 2.886 0.233 0.217 -0.240
P 2.366 0.613 -0.579 1.135 -1.958 -5.705
N 1.733 0.657 -2.090 0.221 0.626 3.940
O 3.782 1.625 -0.598 -2.738 -1.824 2.443
O 2.720 -1.051 -0.169 1.350 3.590 -0.832
H -0.545 -1.053 4.231 1.099 0.562 -3.051
H -0.251 1.919 -0.017 0.623 -0.718 0.367
H 0.729 3.390 2.344 1.876 -0.982 -1.621
H 2.104 3.651 0.974 -1.195 -1.625 1.415
H 2.717 1.189 3.002 -0.142 2.539 -0.017
H 2.424 2.928 3.884 0.850 -1.510 -2.085
H 3.845 2.679 2.601 -2.551 -0.567 0.576
H 0.763 1.049 -2.060 1.005 -0.525 -0.266
H 3.940 1.959 0.333 0.240 -0.534 -1.264
H 3.577 -1.315 -0.651 -1.615 0.544 0.932
C -2.283 -1.307 -3.309 -0.256 0.063 0.095
C -1.290 -1.660 -2.217 0.160 -0.039 -0.301
O -1.442 -0.876 -1.037 0.264 0.411 0.280
C -2.690 -0.984 -0.357 -0.032 -0.108 0.085
C -2.982 -2.386 0.149 0.007 -0.180 -0.193
H -2.266 -0.231 -3.513 0.068 -0.139 -0.021
H -2.045 -1.844 -4.230 -0.001 0.059 0.116
H -3.305 -1.569 -3.022 0.055 -0.036 -0.096
H -0.277 -1.467 -2.588 -0.108 0.075 0.277
H -1.332 -2.726 -1.972 -0.084 0.015 0.013
H -3.502 -0.614 -0.991 -0.007 -0.078 -0.024
H -2.635 -0.306 0.502 0.172 0.020 -0.147
H -3.142 -3.083 -0.679 -0.057 0.073 0.136
H -3.883 -2.389 0.770 0.107 0.020 -0.080
H -2.142 -2.766 0.740 -0.080 0.090 -0.005
```
Forces are in eV/Å.

Net charge: +1
Kohn-Sham gap (eV): 7.652
Molar mass (g/mol): 240.20
Calculated total energy (Eh): -1279.49745
LUMO (eV): -4.69



Record 3
The following is a quantum chemistry calculation of a cluster of 3 separate species, C8H20O2 in total, from the OMol25 dataset.

Geometry as XYZ:
```
30
Properties=species:S:1:pos:R:3:forces:R:3
C 0.620 2.703 0.112 -0.093 0.012 -0.304
C 1.316 1.655 -0.700 -0.048 -0.011 0.115
C -0.393 3.521 -0.631 0.099 0.124 0.207
C 0.864 2.874 1.403 0.092 0.110 0.246
O -1.547 0.852 1.281 -0.004 -0.023 -0.285
H -2.032 0.771 2.103 -0.039 0.087 0.219
H 2.041 2.121 -1.364 0.044 0.052 -0.140
H -1.255 2.906 -0.882 -0.128 -0.089 -0.087
H -0.939 1.605 1.368 -0.072 -0.018 0.144
H 1.826 0.944 -0.061 0.108 -0.157 0.049
H 0.595 1.116 -1.316 0.000 -0.063 -0.077
H -0.729 4.370 -0.041 -0.073 0.061 0.026
H 0.027 3.890 -1.563 0.046 0.067 -0.180
H 0.378 3.647 1.978 -0.127 0.194 0.036
H 1.578 2.265 1.930 0.149 -0.194 0.058
C 0.148 -2.314 -0.548 -0.134 -0.121 0.245
C 0.368 -2.222 0.970 0.147 -0.312 -0.353
C -1.140 -1.609 -0.969 0.335 0.007 0.054
C 0.108 -3.779 -0.974 0.143 0.266 0.038
O 0.672 -0.927 1.418 -0.101 0.446 -0.019
H -0.103 -0.364 1.250 0.090 -0.051 0.179
H 0.998 -1.822 -1.035 0.015 -0.004 0.061
H -0.519 -2.615 1.490 0.040 -0.071 -0.050
H 1.228 -2.839 1.249 -0.126 -0.054 -0.015
H -1.156 -0.574 -0.636 -0.079 0.074 -0.033
H 1.038 -4.283 -0.719 0.077 -0.114 0.005
H -1.241 -1.624 -2.052 -0.073 0.014 -0.125
H -2.001 -2.116 -0.537 -0.139 -0.043 0.047
H -0.042 -3.858 -2.049 -0.036 -0.080 -0.094
H -0.710 -4.295 -0.474 -0.111 -0.106 0.036
```
Forces are in eV/Å.

Energy above the lowest of the compared OMol25 structures with the same formula, charge and spin (kcal/mol): 20.3
Net charge: 0
Kohn-Sham gap (eV): 10.321
Molar mass (g/mol): 148.25
Calculated total energy (Eh): -467.27159
LUMO (eV): 0.69
Structure (SMILES): C=C(C)C.CC(C)CO.O



Record 4
The following is a quantum chemistry calculation of a cluster of 2 separate species, C8H20O2 in total in a non-equilibrium geometry, from the OMol25 dataset.

Geometry as XYZ:
```
30
Properties=species:S:1:pos:R:3:forces:R:3
C -2.100 -1.000 -0.445 -0.212 1.949 1.377
C -2.591 0.570 -0.250 0.888 -0.963 0.509
C -1.470 -1.710 0.754 -0.218 0.415 -0.219
C -1.664 1.698 -0.695 0.174 -0.424 0.142
O -3.293 -1.665 -0.678 -0.668 1.568 -2.681
O -1.267 -1.093 -1.567 0.104 -0.104 -0.491
H -0.351 -0.984 -1.292 0.003 0.006 -0.026
H -3.599 -1.015 -1.406 -0.383 -2.273 1.353
H -3.552 0.722 -0.760 0.144 -0.387 -0.082
H -2.822 0.680 0.812 -0.049 0.006 0.039
H -0.603 -1.189 1.151 0.083 0.049 0.035
H -1.181 -2.703 0.414 0.055 -0.023 0.017
H -2.216 -1.823 1.535 -0.009 0.074 0.124
H -1.345 1.557 -1.727 0.026 0.003 -0.045
H -2.182 2.652 -0.625 -0.029 0.060 0.000
H -0.775 1.764 -0.066 0.045 0.017 -0.035
C 1.806 0.256 0.382 0.233 0.007 -0.017
C 2.388 -0.395 1.635 -0.208 0.085 -0.146
C 2.279 1.701 0.248 -0.160 -0.179 0.023
C 2.177 -0.551 -0.863 -0.157 0.122 0.192
H 0.716 0.272 0.477 0.034 -0.014 0.000
H 1.834 -1.582 -0.779 -0.018 -0.116 -0.025
H 2.041 -1.422 1.738 -0.004 -0.091 0.041
H 3.476 -0.410 1.584 0.112 -0.005 0.005
H 2.096 0.155 2.528 0.014 0.022 0.096
H 3.363 1.741 0.148 0.110 0.018 -0.010
H 1.996 2.281 1.125 0.008 0.087 0.058
H 1.837 2.172 -0.629 -0.005 0.080 -0.074
H 1.744 -0.108 -1.760 -0.007 0.021 -0.120
H 3.259 -0.573 -0.988 0.095 -0.012 -0.041
```
Forces are in eV/Å.

Energy above the lowest of the compared OMol25 structures with the same formula, charge and spin (kcal/mol): 19.5
Net charge: 0
Kohn-Sham gap (eV): 10.827
Molar mass (g/mol): 148.25
Calculated total energy (Eh): -467.27285
LUMO (eV): 0.82
Structure (SMILES): CCC(C)(O)O.CC(C)C



Record 5
The following is a quantum chemistry calculation of a structure of composition C8H20O4Si in a non-equilibrium geometry, from the OMol25 dataset.

Geometry as XYZ:
```
33
Properties=species:S:1:pos:R:3:forces:R:3
O 0.426 -0.661 -0.979 -1.648 0.769 0.619
O 1.030 1.593 0.502 -1.070 -1.598 0.131
O -1.560 0.293 0.642 3.380 -0.624 0.678
O 0.784 -0.878 1.673 -0.645 0.340 -0.902
C 1.595 -2.027 -2.713 0.626 0.883 -1.996
C 2.197 2.400 -1.486 -1.596 0.180 0.609
C -3.862 0.263 -0.011 -0.477 -2.116 -0.094
C -0.394 -1.540 3.699 1.446 1.624 1.334
C 1.523 -1.464 -1.369 0.985 0.786 2.619
C 0.846 2.311 -0.726 0.126 0.209 -0.738
C -2.438 0.409 -0.455 1.470 1.077 -1.401
C 0.335 -0.370 2.931 -1.316 0.009 0.315
Si 0.189 0.106 0.516 -1.207 0.004 -2.373
H 2.538 -2.551 -2.895 -0.050 -0.199 0.581
H 0.806 -2.664 -2.985 -1.167 -0.946 -0.223
H 1.659 -1.239 -3.476 -0.375 0.069 0.168
H 2.859 2.905 -0.806 0.625 0.459 -0.214
H 2.110 2.812 -2.492 -0.078 0.677 0.292
H 2.563 1.426 -1.672 0.443 -1.266 0.145
H -4.316 1.077 0.523 0.424 0.304 0.949
H -4.071 -0.771 0.452 0.479 1.736 -0.280
H -4.465 0.258 -0.888 -0.508 -0.180 -1.123
H 0.369 -2.196 4.134 0.121 -0.326 -0.881
H -1.027 -2.046 2.974 -0.317 -0.022 0.507
H -0.820 -1.218 4.704 -0.427 0.056 -1.686
H 2.347 -0.785 -1.253 1.096 0.064 0.012
H 1.642 -2.213 -0.590 0.091 -0.439 -0.055
H 0.442 3.325 -0.509 0.258 -0.636 -0.042
H 0.114 1.757 -1.332 0.083 0.443 -0.147
H -2.209 1.424 -0.890 -0.830 -0.620 0.212
H -2.123 -0.278 -1.300 -0.655 0.254 1.090
H 1.247 0.006 3.345 0.222 0.188 1.165
H -0.337 0.536 2.729 0.489 -1.159 0.730
```
Forces are in eV/Å.

Energy above the lowest of the compared OMol25 structures with the same formula, charge and spin (kcal/mol): 30.4
Net charge: 0
Kohn-Sham gap (eV): 10.836
Molar mass (g/mol): 208.33
Calculated total energy (Eh): -907.37423
LUMO (eV): 0.96



Record 6
The following is a quantum chemistry calculation of a structure of composition C8H21FGaIOP2 in a non-equilibrium geometry, from the OMol25 dataset.

Geometry as XYZ:
```
35
Properties=species:S:1:pos:R:3:forces:R:3
C -0.303 0.069 -1.686 -0.369 0.898 -0.109
I 2.225 0.202 0.809 -1.091 1.025 0.079
H 0.776 0.243 -1.880 -0.692 -0.360 -0.035
H -0.844 1.013 -1.870 0.160 -0.666 -0.425
H -0.748 -0.712 -2.345 0.321 0.457 0.633
Ga -0.579 -0.394 0.298 -0.362 -0.504 -1.486
P 0.319 2.379 0.073 1.808 2.874 0.071
C -1.108 3.255 0.811 -0.763 -1.586 0.629
C 1.665 3.404 0.792 0.325 -0.503 0.093
H 1.604 4.407 0.345 -0.040 -0.308 0.318
H 0.456 4.262 -1.329 -0.030 -0.445 -0.040
H 2.630 2.940 0.546 -0.258 0.506 0.181
H 1.134 2.805 -2.176 -0.332 0.373 -0.050
H -1.151 3.018 1.882 -0.209 0.318 -0.234
H 1.518 3.448 1.871 0.263 0.050 0.014
C 0.303 3.199 -1.572 0.037 -1.398 -0.705
H -0.870 4.316 0.636 0.103 -0.355 0.034
H -0.660 3.049 -2.075 0.388 0.086 0.020
H -2.043 2.963 0.311 0.206 0.174 0.249
P 0.214 -2.660 0.097 -0.533 -1.295 0.226
C -1.215 -3.574 0.738 0.166 -0.114 0.171
C 0.364 -3.295 -1.614 0.086 0.578 -0.019
H 2.576 -2.736 0.772 -0.163 -0.329 -0.082
H 1.792 -4.356 0.666 0.064 0.270 0.091
H 1.504 -3.282 2.078 -0.055 -0.040 -0.206
C 1.670 -3.315 0.995 -0.214 0.512 0.014
H 1.206 -2.800 -2.117 -0.205 -0.259 0.000
H 0.541 -4.386 -1.555 -0.098 0.548 -0.006
H -1.042 -4.639 0.509 -0.336 0.344 0.215
H -2.148 -3.214 0.276 0.303 -0.248 0.090
H -0.565 -3.088 -2.172 0.395 -0.181 0.231
H -1.266 -3.404 1.821 -0.135 -0.209 -0.203
C -2.481 -0.015 1.071 -1.637 0.266 1.258
O -3.458 0.521 0.633 2.560 -0.999 0.378
F -2.564 -0.605 2.353 0.336 0.519 -1.393
```
Forces are in eV/Å.

Energy above the lowest of the compared OMol25 structures with the same formula, charge and spin (kcal/mol): 0.0
Net charge: +2
Kohn-Sham gap (spin up / spin down) (eV): 5.442 / 5.615
Molar mass (g/mol): 410.83
Calculated total energy (Eh): -3397.02613
LUMO (spin up / spin down) (eV): -11.28 / -11.12



Number 6 is which compound? C8H21FGaIOP2



calculated total energy of number 6 (C8H21FGaIOP2)? -3397.02613 Eh



Number 1 is which compound? C8H20N6S